(1)
The following is a DFT calculation (ωB97M-V/def2-TZVPD) of the ion C6H14NOSi with charge +1 in a non-equilibrium geometry.

Geometry as XYZ:
```
23
Properties=species:S:1:pos:R:3:mulliken_charge:R:1
C -2.102 1.933 0.076 -1.196
C -1.172 0.808 0.072 0.739
N -1.191 -0.425 -0.215 0.167
C -2.411 -1.172 -0.600 -1.066
C 0.047 -1.130 -0.180 -0.954
Si 1.398 0.135 0.357 0.401
C 2.391 0.357 -1.356 -1.001
C 2.370 -0.314 1.831 -1.087
O 0.218 1.265 0.542 -0.325
H -1.457 2.735 0.399 0.362
H -2.843 1.705 0.776 0.381
H -2.322 2.219 -0.916 0.374
H -3.132 -1.263 0.271 0.354
H -2.165 -2.130 -0.817 0.473
H -2.916 -0.788 -1.460 0.379
H -0.069 -1.956 0.513 0.509
H 0.055 -1.734 -1.221 0.428
H 2.982 1.245 -1.494 0.388
H 3.108 -0.484 -1.268 0.293
H 1.581 0.091 -2.004 0.264
H 3.205 0.386 1.918 0.325
H 1.708 -0.197 2.686 0.360
H 2.718 -1.286 2.091 0.431
```

net charge	+1
SMILES	CC1=[N+](C)C[Si](C)(C)O1
lowest unoccupied orbital energy	-3.56	eV
ΔE to the lowest compared entry with this formula, charge and spin	0.00	kJ/mol
electronic energy	-656.26560	Ha

---

(2)
The following is a DFT calculation (ωB97M-V/def2-TZVPD) of a structure of composition C23H18N5RuS3Se in a non-equilibrium geometry.

Geometry as XYZ:
```
51
Properties=species:S:1:pos:R:3:mulliken_charge:R:1
Ru -2.105 1.163 1.052 0.454
C -3.696 2.506 2.564 -0.173
C -4.627 1.554 2.100 -0.804
C -4.689 1.644 0.695 -0.251
C -3.841 2.700 0.286 -0.658
C -3.224 3.238 1.444 -0.686
H -3.476 2.719 3.599 0.414
H -5.205 0.884 2.718 0.582
H -5.346 1.088 0.044 0.441
H -3.782 3.107 -0.709 0.546
H -2.616 4.129 1.475 0.511
N -0.279 2.485 2.223 -0.206
C 0.828 1.701 2.629 0.201
C 1.661 2.051 3.658 -0.622
C 2.773 1.253 3.982 -0.792
C 3.054 0.124 3.267 -0.921
C 2.198 -0.285 2.220 0.678
C 2.403 -1.456 1.457 -0.580
C 1.496 -1.801 0.502 -1.334
C 0.356 -0.997 0.326 -0.845
N 0.146 0.118 0.985 0.960
C 1.060 0.496 1.919 0.127
H -0.157 2.802 1.260 0.184
H -0.421 3.279 2.830 0.267
H 1.472 2.957 4.222 0.365
H 3.421 1.557 4.793 0.382
H 3.924 -0.477 3.498 0.413
H 3.265 -2.080 1.655 0.482
H 1.589 -2.706 -0.082 0.707
H -0.418 -1.312 -0.362 0.944
Se -2.812 -0.959 2.207 -0.084
C -1.548 -2.251 2.302 0.227
N -0.795 -3.117 2.426 -0.522
S -1.806 -2.903 -3.387 -0.305
C -1.293 -1.413 -2.908 0.188
S -2.297 -0.205 -2.123 -0.068
C -0.862 0.848 -1.918 0.243
N 0.192 0.336 -2.437 -0.788
N -0.039 -0.893 -2.998 0.763
C 1.093 -1.547 -3.573 0.128
C 1.041 -2.074 -4.855 -0.374
C 2.183 -2.639 -5.400 -0.619
C 3.362 -2.681 -4.670 -0.415
C 3.401 -2.159 -3.385 -0.889
C 2.267 -1.587 -2.833 -0.076
S -0.979 2.348 -1.119 -0.321
H 0.120 -2.035 -5.417 0.427
H 2.155 -3.040 -6.404 0.375
H 4.254 -3.113 -5.105 0.377
H 4.316 -2.197 -2.809 0.375
H 2.283 -1.163 -1.838 0.570
```

lowest unoccupied orbital energy (spin up / spin down)	-0.38 / -1.88	eV
ΔE to the lowest compared entry with this formula, charge and spin	24.11	kJ/mol
electronic energy	-4851.83902	Ha
⟨S²⟩	8.77
spin multiplicity	6

---

(3)
The following is a DFT calculation (ωB97M-V/def2-TZVPD) of a structure of composition C18H28ClMnO7Se2 in a non-equilibrium geometry.

Geometry as XYZ:
```
57
Properties=species:S:1:pos:R:3:mulliken_charge:R:1
Mn -0.864 -0.250 1.071 -0.104
O -1.374 -5.503 -1.273 -0.525
C -2.043 -5.023 -0.104 -1.600
C -1.652 -3.565 0.165 2.350
C -2.371 -3.232 1.460 -1.570
O -2.337 -1.845 1.734 -0.269
C -2.164 -2.731 -1.012 -1.475
Se -1.839 -0.789 -1.027 -0.434
C -0.117 -3.501 0.305 -1.249
Se 0.629 -2.141 1.508 -0.508
H -1.558 -6.440 -1.363 0.313
H -1.763 -5.628 0.768 0.507
H -3.129 -5.089 -0.232 0.440
H -1.906 -3.795 2.277 0.369
H -3.419 -3.543 1.373 0.441
H -2.702 -1.665 2.611 0.271
H -3.244 -2.866 -1.108 0.402
H -1.696 -3.107 -1.916 0.542
H 0.327 -3.373 -0.680 0.442
H 0.247 -4.444 0.714 0.479
C 1.671 -0.492 -1.502 -1.885
C 1.963 0.608 -0.476 3.315
C 3.205 0.154 0.318 -1.865
C 0.852 0.896 0.563 -0.723
C 2.325 1.945 -1.146 -0.338
C 2.533 2.076 -2.516 -0.299
C 2.885 3.300 -3.080 -0.822
C 3.038 4.424 -2.284 -0.368
C 2.832 4.311 -0.912 -1.077
C 2.482 3.090 -0.357 0.072
H 2.572 -0.698 -2.092 0.622
H 0.852 -0.240 -2.176 0.378
H 1.391 -1.399 -0.969 -0.106
H 2.975 -0.774 0.844 0.293
H 3.506 0.912 1.047 0.410
H 4.045 -0.018 -0.364 0.463
H 1.264 1.045 1.556 0.452
H 2.404 1.219 -3.165 0.346
H 3.031 3.371 -4.151 0.374
H 3.309 5.376 -2.723 0.391
H 2.937 5.182 -0.274 0.376
H 2.299 3.026 0.711 0.412
C -1.620 3.471 1.239 -0.963
O -0.506 2.604 1.372 -0.391
C -0.253 1.687 0.335 2.251
C -0.718 2.124 -1.022 -2.921
H -1.427 4.260 0.509 0.359
H -1.770 3.918 2.218 0.292
H -2.530 2.939 0.963 0.333
H -0.313 3.118 -1.236 0.413
H -1.804 2.158 -1.098 0.643
H -0.361 1.436 -1.783 0.494
O -2.772 -0.288 4.023 -0.824
Cl -2.029 0.721 3.304 2.008
O -2.560 0.829 1.932 -0.581
O -2.095 1.963 3.998 -0.710
O -0.638 0.276 3.121 -0.646
```

net charge	-1
lowest unoccupied orbital energy (spin up / spin down)	2.65 / 2.65	eV
electronic energy	-7643.17478	Ha
⟨S²⟩	0.85
spin multiplicity	2

---

(4)
The following is a DFT calculation (ωB97M-V/def2-TZVPD) of the molecule C5H11N.

Geometry as XYZ:
```
17
Properties=species:S:1:pos:R:3:mulliken_charge:R:1
C 0.608 -1.761 -1.206 -1.019
C -0.220 -0.890 -0.654 0.958
C -1.339 -0.273 -1.457 -1.313
C -0.057 -0.383 0.745 -0.786
C 0.359 1.112 0.784 -0.491
N 0.917 1.456 2.068 -0.579
H 0.416 -2.122 -2.213 0.261
H 1.431 -2.233 -0.686 0.285
H -1.064 0.726 -1.805 0.269
H -2.197 -0.095 -0.800 0.314
H -1.579 -0.832 -2.363 0.399
H 0.596 -1.068 1.290 0.359
H -0.997 -0.337 1.287 0.272
H 0.992 1.377 -0.074 0.298
H -0.569 1.665 0.620 0.349
H 1.905 1.238 2.123 0.209
H 0.800 2.420 2.340 0.214
```

SMILES	C=C(C)CCN
lowest unoccupied orbital energy	1.07	eV
ΔE to the lowest compared entry with this formula, charge and spin	76.86	kJ/mol
electronic energy	-251.83326	Ha

---

(5)
The following is a DFT calculation (ωB97M-V/def2-TZVPD) of the molecule C10H9NS2 in a non-equilibrium geometry.

Geometry as XYZ:
```
22
Properties=species:S:1:pos:R:3:mulliken_charge:R:1
S 5.344 -0.278 -0.357 -0.367
C 3.684 -0.051 0.011 0.052
N 2.877 -1.133 0.370 -0.217
C 1.690 -0.669 0.760 -0.846
C 1.457 0.828 0.567 0.662
C 0.280 1.373 1.091 -2.084
C -0.907 0.654 0.064 0.836
C -0.964 0.679 -1.297 -0.557
C -2.081 0.041 -1.851 -0.509
C -2.916 -0.903 -1.203 -0.942
C -2.790 -0.802 0.114 -0.107
C -1.907 0.114 0.872 -0.600
S 2.961 1.502 0.130 -0.081
H 3.504 -2.148 0.593 0.395
H 1.108 -1.419 1.028 0.647
H -0.088 1.297 1.849 1.091
H 0.324 2.256 0.599 0.410
H -0.253 1.231 -1.669 0.654
H -2.145 0.159 -2.824 0.509
H -3.716 -1.255 -1.521 0.536
H -3.622 -1.245 0.701 0.285
H -1.838 -0.231 1.973 0.233
```

SMILES	S=c1[nH]cc(Cc2ccccc2)s1
lowest unoccupied orbital energy	0.25	eV
ΔE to the lowest compared entry with this formula, charge and spin	703.14	kJ/mol
electronic energy	-1237.31208	Ha

---

What did the first record say?
The following is a DFT calculation (ωB97M-V/def2-TZVPD) of the ion C6H14NOSi with charge +1 in a non-equilibrium geometry.

Geometry as XYZ:
```
23
Properties=species:S:1:pos:R:3:mulliken_charge:R:1
C -2.102 1.933 0.076 -1.196
C -1.172 0.808 0.072 0.739
N -1.191 -0.425 -0.215 0.167
C -2.411 -1.172 -0.600 -1.066
C 0.047 -1.130 -0.180 -0.954
Si 1.398 0.135 0.357 0.401
C 2.391 0.357 -1.356 -1.001
C 2.370 -0.314 1.831 -1.087
O 0.218 1.265 0.542 -0.325
H -1.457 2.735 0.399 0.362
H -2.843 1.705 0.776 0.381
H -2.322 2.219 -0.916 0.374
H -3.132 -1.263 0.271 0.354
H -2.165 -2.130 -0.817 0.473
H -2.916 -0.788 -1.460 0.379
H -0.069 -1.956 0.513 0.509
H 0.055 -1.734 -1.221 0.428
H 2.982 1.245 -1.494 0.388
H 3.108 -0.484 -1.268 0.293
H 1.581 0.091 -2.004 0.264
H 3.205 0.386 1.918 0.325
H 1.708 -0.197 2.686 0.360
H 2.718 -1.286 2.091 0.431
```

net charge	+1
SMILES	CC1=[N+](C)C[Si](C)(C)O1
lowest unoccupied orbital energy	-3.56	eV
ΔE to the lowest compared entry with this formula, charge and spin	0.00	kJ/mol
electronic energy	-656.26560	Ha

---

Among the records above, which one has the highest electronic energy? C5H11N

---

Among the records above, which one has the lowest electronic energy? C18H28ClMnO7Se2

---

The lowest electronic energy belongs to which entry? C18H28ClMnO7Se2